Record 1
DFT (the ωB97M-V functional and the def2-TZVPD basis) results for a molecular structure, C15H13ClN2O2Os.

Geometry as ORCA input:
```
! wB97M-V def2-TZVPD RIJCOSX def2/J DEFGRID3
* xyz 2 5
Cl -1.54030 1.27567 -3.56128
C 1.20659 2.38543 -0.26502
C 0.32034 2.50353 0.87951
C -0.98324 2.89069 0.40432
H 0.58553 2.35373 1.91400
C -0.92433 3.02053 -1.04269
C 0.43996 2.70174 -1.45434
H 0.78091 2.73469 -2.48056
H 2.25774 2.15447 -0.22014
H -1.88574 3.03838 0.98906
C -2.04021 3.40519 -1.95582
Os -0.46686 0.89843 -0.55941
C -2.05268 0.20976 0.23347
O -3.03009 -0.21695 0.70579
C -0.07659 -0.33762 -1.99547
O 0.14233 -1.09254 -2.84539
H -3.00378 3.23105 -1.46793
H -1.96367 2.74001 -2.91508
H -1.98163 4.44643 -2.27228
N 2.26318 -1.28746 1.99214
C 1.78476 -0.16282 1.43754
N 0.73824 -0.44275 0.67594
C 0.51291 -1.82206 0.74112
C -0.43980 -2.66516 0.15736
C -0.36186 -4.04773 0.43730
C 0.63190 -4.57498 1.27602
C 1.58415 -3.71971 1.86636
C 1.49224 -2.35857 1.58128
H 3.06023 -1.35603 2.61773
H 2.22440 0.80190 1.62352
H -1.22486 -2.24992 -0.48363
H -1.09356 -4.72572 -0.00810
H 0.67085 -5.65739 1.47543
H 2.37296 -4.07421 2.51926
*
```

Computed properties:
Orbital gap (alpha / beta) in eV: 5.62 / 4.77
E_HOMO (alpha / beta) in eV: -12.824 / -15.938
LUMO (alpha / beta) in eV: -7.20 / -11.16

These are the Löwdin partial charges, in e, on atoms 1 to 4: 0.500, -0.163, -0.163, -0.106

***

Record 2
DFT (the ωB97M-V functional and the def2-TZVPD basis) results for a molecular structure, C15H13ClN3OReS5Sb.

Geometry as ORCA input:
```
! wB97M-V def2-TZVPD RIJCOSX def2/J DEFGRID3
* xyz 1 1
Re -0.87758 -0.42457 -1.14284
N -4.87542 -2.07292 -0.46545
C -3.55300 -1.85827 -0.50004
S -2.92636 -1.02362 -1.94857
N -2.78862 -2.25822 0.44777
N -1.45147 -1.93359 0.25283
C -0.66272 -2.56470 1.06118
C 0.76480 -2.44977 1.12302
C 1.45158 -3.18715 2.10039
C 2.81522 -3.07025 2.23907
C 3.52136 -2.20468 1.39860
C 2.86717 -1.47619 0.42574
C 1.49306 -1.60589 0.28217
O 0.88997 -0.85973 -0.67127
H -5.46510 -1.80884 -1.23290
H -5.27783 -2.55358 0.32173
H -1.15095 -3.22865 1.76911
H 0.88945 -3.84988 2.74711
H 3.33564 -3.64144 2.99478
H 4.59281 -2.10406 1.50779
H 3.39481 -0.79972 -0.23312
S -1.25360 4.71669 -5.74630
Sb -1.56731 2.35603 -5.82500
S -0.52877 0.62800 -3.02481
S -1.96804 2.03063 -3.39568
S -3.24356 4.03179 -6.00076
Cl 4.00650 3.65784 1.58624
C 2.47435 2.95252 1.20097
C 1.79143 3.37245 0.06803
C 0.57194 2.79599 -0.24129
C 0.02458 1.80526 0.57007
C -1.26585 1.12584 0.21133
C 0.71956 1.41105 1.71003
C 1.94127 1.97957 2.03130
H 2.21393 4.14604 -0.55813
H 0.03528 3.12771 -1.12374
H -1.95244 1.80189 -0.30817
H -1.76285 0.70746 1.08777
H 0.29853 0.65139 2.36081
H 2.47824 1.67757 2.92024
*
```

Computed properties:
ΔE to the lowest compared entry with this formula, charge and spin in eV: 0.000
Orbital gap in eV: 6.01
E_HOMO in eV: -10.991
LUMO in eV: -4.98

These are the Löwdin partial charges, in e, on atoms 1 to 4: 0.970, 0.111, -0.765, 0.641

***

Record 3
DFT (the ωB97M-V functional and the def2-TZVPD basis) results for C15H13N3O2 in the gas phase.

Geometry as ORCA input:
```
! wB97M-V def2-TZVPD RIJCOSX def2/J DEFGRID3
* xyz 0 1
N -5.23394 -1.58227 0.50924
N -4.23481 -1.10377 3.11553
O 4.20407 -0.03423 -1.87422
O 3.69088 2.21900 -1.53900
C -2.92546 -0.80573 -0.22779
C -1.83190 -0.45373 0.51484
C -5.97273 -1.77175 1.63212
C -5.49234 -1.52197 2.92064
C -4.01460 -1.15408 0.72467
C -3.50648 -0.89415 1.99338
C -0.29203 -0.27152 -1.45108
C 0.49472 0.50860 0.69837
C 0.92846 -0.00771 -2.03225
C 1.75148 0.83147 0.10398
C -0.53523 -0.07344 -0.08023
C 1.95020 0.57860 -1.26960
N -2.17458 -0.47934 1.88055
C 3.19140 0.99781 -2.04497
C 5.17794 0.49441 -1.01015
C 4.91425 1.99687 -0.87953
H -3.05270 -0.89278 -1.28432
H -6.95326 -2.20150 1.54294
H -6.18895 -1.59335 3.80152
H -1.06534 -0.63719 -2.11578
H 0.38610 0.77566 1.76456
H 1.03072 -0.24992 -3.07290
H 2.51738 1.28045 0.71714
H -1.55494 -0.28294 2.64646
H 2.94384 1.10748 -3.11513
H 5.08574 0.07011 -0.03007
H 6.21999 0.27209 -1.31365
H 5.70198 2.56362 -1.36799
H 4.84013 2.31519 0.14273
*
```

Computed properties:
ΔE to the lowest compared entry with this formula, charge and spin in eV: 0.000
Orbital gap in eV: 8.25
E_HOMO in eV: -8.265
LUMO in eV: -0.01

These are the Löwdin partial charges, in e, on atoms 1 to 4: 0.126, 0.121, -0.043, -0.054

***

Record 4
DFT (the ωB97M-V functional and the def2-TZVPD basis) results for a molecular structure, C15H13N3O3S3Y.

Geometry as ORCA input:
```
! wB97M-V def2-TZVPD RIJCOSX def2/J DEFGRID3
* xyz 1 1
Y -0.62546 0.61311 0.75220
O -2.83428 -2.76561 -1.43536
C -1.70330 -3.35760 -1.86054
C -1.84718 -4.55243 -2.56722
C -0.74156 -5.22663 -3.03163
C 0.54164 -4.72722 -2.80176
C 0.69705 -3.54748 -2.11594
C -0.41554 -2.83519 -1.63872
C -0.21624 -1.56383 -0.93566
O -1.23579 -0.98569 -0.30811
N 0.97802 -1.04533 -0.96694
N 1.20873 0.17301 -0.29535
C 2.42969 0.58557 -0.53766
S 3.42822 -0.35661 -1.58666
C 4.91072 0.67961 -1.30766
C 4.47266 2.10154 -1.05109
S 3.08522 2.03562 0.13696
H -2.61409 -1.97552 -0.92648
H -2.85089 -4.92213 -2.72982
H -0.87325 -6.15379 -3.57346
H 1.40740 -5.26722 -3.15906
H 1.68210 -3.14764 -1.92545
H 5.53649 0.60749 -2.19510
H 5.44382 0.26541 -0.45327
H 4.10948 2.59087 -1.95263
H 5.26106 2.69917 -0.59776
O -1.10740 1.14917 2.65498
N -1.78736 2.26658 2.95690
C -1.99377 2.52629 4.26542
C -2.67068 3.64417 4.66234
C -3.15265 4.51966 3.68846
C -2.93425 4.23755 2.35942
C -2.23564 3.08958 1.97398
S -1.95362 2.72625 0.29526
H -1.59046 1.79023 4.94374
H -2.82300 3.82939 5.71484
H -3.69346 5.41156 3.97305
H -3.29244 4.88810 1.57579
*
```

Computed properties:
ΔE to the lowest compared entry with this formula, charge and spin in eV: 0.249
Orbital gap in eV: 7.41
E_HOMO in eV: -10.655
LUMO in eV: -3.25

These are the Löwdin partial charges, in e, on atoms 1 to 4: 1.398, 0.085, -0.250, -0.001

***

Computed values of E_tot (unit: Ha) for the preceding records, in sequence: -1389.503472, -3588.404814, -894.118291, -2202.140113.